# 1
Entry from OMol25: a cluster of 2 separate species, C5H13N in total (wB97M-V/def2-TZVPD).

- Energy relative to the best compared isomer or geometry (same formula, charge and spin): 1.8503 eV
- Multiplicity: 1
- SMILES string: C=CN.CCC
- E_LUMO: 0.038 Ha

Geometry (Å):
1 C -1.173 0.582 1.897
2 H 1.566 -0.926 -3.738
3 C -2.309 1.254 2.643
4 H 4.072 -1.316 -3.098
5 N 0.960 -1.180 -1.700
6 C -0.873 1.065 0.487
7 C 1.928 -1.110 -2.730
8 H -3.263 0.851 2.329
9 H -1.151 0.287 -0.268
10 H 1.061 -2.087 -1.266
11 C 3.218 -1.253 -2.441
12 H -2.276 2.357 2.611
13 H -2.134 1.102 3.737
14 H -0.012 -0.997 -1.884
15 H 3.489 -1.543 -1.445
16 H -1.392 -0.530 1.906
17 H 0.178 1.160 0.267
18 H -0.245 0.488 2.479
19 H -1.647 1.796 0.212


# 2
Entry from OMol25: a cluster of 2 separate species, C5H13N in total (wB97M-V/def2-TZVPD).

- Energy relative to the best compared isomer or geometry (same formula, charge and spin): 1.5584 eV
- Multiplicity: 1
- SMILES string: C=CC.CCN
- E_LUMO: 0.037 Ha

Geometry (Å):
1 H -0.744 0.545 1.839
2 H 1.190 -0.129 -3.319
3 H 0.720 0.586 -1.075
4 H 2.957 1.567 -0.465
5 H -1.576 -1.368 0.714
6 H 1.771 1.426 -3.804
7 C -2.578 -2.259 2.335
8 C 1.349 1.255 -1.670
9 H -1.775 0.388 3.238
10 H -0.406 -0.649 3.067
11 H -3.184 -3.045 1.905
12 H 0.985 2.266 -1.461
13 C -1.912 -1.278 1.746
14 H 3.335 1.482 -2.006
15 C 1.067 0.940 -3.128
16 C -1.217 -0.182 2.498
17 H 0.036 1.184 -3.380
18 N 2.746 1.037 -1.306
19 H -2.547 -2.289 3.427


# 3
Entry from OMol25: a cluster of 2 separate species, C5H13N in total (wB97M-V/def2-TZVPD).

- Energy relative to the best compared isomer or geometry (same formula, charge and spin): 1.1887 eV
- Multiplicity: 1
- SMILES string: C=CN.CCC
- E_LUMO: 0.037 Ha

Geometry (Å):
1 H 1.330 0.041 1.383
2 C -3.789 -2.573 -2.452
3 C 2.542 1.133 2.750
4 C 1.797 1.020 1.412
5 H 3.513 1.975 0.509
6 H 2.064 2.044 -0.464
7 H 1.852 0.929 3.567
8 H 2.951 0.536 -0.397
9 H -3.590 -3.335 -1.714
10 H 3.292 0.347 2.877
11 H 1.014 1.774 1.489
12 N -2.377 -0.860 -1.456
13 C 2.649 1.403 0.187
14 H -4.398 -2.898 -3.285
15 H -3.570 -0.640 -3.187
16 H 3.004 2.102 2.937
17 C -3.285 -1.350 -2.424
18 H -2.764 -0.056 -0.972
19 H -2.234 -1.591 -0.761


# 4
Entry from OMol25: a cluster of 2 separate species, C5H13N in total (wB97M-V/def2-TZVPD).

- Energy relative to the best compared isomer or geometry (same formula, charge and spin): 2.9029 eV
- Multiplicity: 1
- SMILES string: C=NC.CCC
- E_LUMO: 0.035 Ha

Geometry (Å):
1 N 0.130 -2.829 -1.137
2 H -0.827 1.875 2.504
3 H -0.408 -1.776 -2.982
4 H -0.595 3.016 -0.200
5 H 1.596 2.108 0.867
6 H 0.518 -3.228 -3.142
7 C -0.974 2.201 0.347
8 C 0.482 -2.376 -2.413
9 H -0.714 -0.971 -0.882
10 H 1.894 2.493 2.537
11 H -0.697 -2.413 0.672
12 H -0.703 3.369 2.093
13 H -0.625 1.290 -0.041
14 C -0.539 -2.025 -0.430
15 H -2.092 2.223 0.389
16 C 1.176 1.940 1.834
17 C -0.304 2.413 1.803
18 H 1.514 -1.911 -2.596
19 H 1.192 0.811 1.896


# 5
Entry from OMol25: the ion C5H13N2 with charge +1 (wB97M-V/def2-TZVPD).

- Net charge: +1
- Energy relative to the best compared isomer or geometry (same formula, charge and spin): 2.2988 eV
- Multiplicity: 1
- SMILES string: C=CC[C@H](N)C[NH3+]
- E_LUMO: -0.130 Ha

Geometry (Å):
1 H -0.769 3.189 1.283
2 C 1.215 -0.278 -0.409
3 C -0.662 -0.307 1.223
4 C -0.592 1.138 1.714
5 H 1.589 -1.127 0.156
6 H 0.248 1.364 2.369
7 H -0.753 0.372 -0.890
8 N -0.587 -1.730 -0.859
9 H 1.171 -1.047 -2.262
10 H 2.629 -0.177 -1.918
11 C -1.121 2.182 1.091
12 H 1.167 0.557 -2.302
13 H -1.583 -1.911 -0.897
14 H -1.531 -0.893 1.529
15 C -0.321 -0.408 -0.267
16 H -1.783 2.095 0.236
17 H 1.450 0.662 0.095
18 H -0.038 -2.506 -0.515
19 H 0.132 -0.805 1.787
20 N 1.618 -0.224 -1.823


# 6
Entry from OMol25: a cluster of 2 separate species, C5H13N2 in total (wB97M-V/def2-TZVPD).

- Net charge: +1
- Energy relative to the best compared isomer or geometry (same formula, charge and spin): 3.1371 eV
- Multiplicity: 1
- E_LUMO: -0.124 Ha

Geometry (Å):
1 C 0.371 -1.425 1.263
2 H 1.066 -3.443 1.774
3 H -0.367 -1.193 1.956
4 H 1.008 2.411 -1.818
5 C -2.570 0.640 -0.789
6 H -0.437 1.746 0.313
7 H 1.540 -0.768 -0.114
8 C -0.204 1.311 -0.597
9 H -2.614 1.272 0.192
10 H -2.919 -0.304 -0.543
11 C 1.431 -2.380 1.752
12 N -1.179 0.775 -1.290
13 H 1.522 -2.181 2.791
14 H 1.579 0.829 -1.499
15 H 1.838 1.874 -0.177
16 H -0.886 0.656 -2.218
17 H -3.258 1.152 -1.403
18 N 0.633 -0.584 0.343
19 C 1.145 1.720 -1.063
20 H 2.301 -2.108 1.126